# 1
69
Properties=species:S:1:pos:R:3:forces:R:3 method="wB97M-V/def2-TZVPD" orbital_gap_ev=5.18 homo_ev=-10.6 charge=+1 total_energy_ev=-31734.021 multiplicity=1
C 3.74231 4.64906 -3.28982 0.19 0.57 0.04
C 2.58416 3.83839 -2.81072 -0.32 0.01 0.47
C 1.57385 4.46317 -2.08541 0.21 -0.14 -0.30
C 0.44858 3.77764 -1.65261 0.05 0.13 0.35
C -0.57916 4.61598 -0.93223 -0.07 0.41 0.32
C 0.34680 2.39385 -1.84684 -0.16 -0.67 -0.46
C -0.88460 1.59341 -1.37785 -0.67 0.72 0.52
C -2.11591 1.99425 -2.21694 0.40 -0.24 -0.42
C -1.25869 1.75036 0.17504 0.70 0.24 -1.43
C -0.92395 0.42202 0.95303 1.92 1.37 -1.16
C -0.22221 0.88538 2.30101 -0.70 0.00 0.84
C 1.12904 0.60097 2.64574 0.34 -0.63 -0.15
C 2.17907 0.13214 1.64316 -0.13 -0.48 -0.10
C 1.58769 0.75652 3.96723 -0.21 0.27 0.09
C 0.80190 1.33717 4.96547 -0.37 -0.35 -0.29
C 1.21899 1.41074 6.41259 0.07 -0.04 -0.19
C -0.42165 1.86423 4.55643 0.26 0.00 -0.12
C -0.87454 1.74506 3.23272 -0.51 -0.34 0.14
C -2.11270 2.55197 2.89661 -0.37 -0.16 0.37
C 1.34429 1.74110 -2.61471 0.24 0.86 0.44
C 1.30922 0.28215 -2.96522 -0.08 -0.64 0.03
C 2.46255 2.47577 -3.05210 -0.67 -0.02 0.26
H 4.44299 4.03220 -3.83223 0.29 -0.09 -0.17
H 3.40556 5.45993 -3.95285 0.06 -0.28 0.09
H 4.27393 5.14550 -2.46214 -0.16 -0.28 -0.18
H 1.67606 5.52354 -1.85072 -0.13 -0.16 -0.15
H -1.58546 4.19470 -0.95008 0.26 0.22 0.12
H -0.28723 4.75302 0.12171 -0.15 -0.03 -0.23
H -0.61627 5.62747 -1.37653 -0.05 -0.50 0.17
H -0.69317 0.53429 -1.57529 0.03 0.11 0.09
H -1.84629 1.92620 -3.28066 -0.30 0.05 0.19
H -2.97414 1.32909 -2.02192 0.19 0.25 -0.08
H -2.41333 3.02600 -1.99964 -0.10 -0.41 -0.22
H -0.56535 2.54697 0.58672 -1.11 -0.93 -0.34
H -2.34156 2.13024 0.21226 1.60 -0.73 0.33
H -0.08928 -0.09388 0.41286 -0.49 0.76 0.18
H 3.12706 -0.08380 2.15958 -0.41 0.03 -0.14
H 1.85148 -0.79829 1.15891 0.23 0.15 -0.10
H 2.42669 0.86713 0.85079 -0.45 -0.22 0.42
H 2.57669 0.37751 4.25499 -0.30 0.27 -0.39
H 0.42653 1.86221 6.99897 -0.07 0.11 0.13
H 1.43374 0.43546 6.85430 -0.02 -0.05 -0.21
H 2.11613 2.01533 6.53058 0.07 0.07 0.00
H -1.06383 2.34389 5.30960 0.33 0.02 -0.53
H -2.59780 2.86167 3.83473 0.05 -0.14 -0.34
H -1.93195 3.48668 2.32661 0.18 -0.68 0.18
H -2.81121 1.92972 2.33446 -0.15 0.45 -0.02
H 2.19438 0.04620 -3.56417 -0.22 -0.07 0.06
H 1.35147 -0.36323 -2.06986 -0.05 0.19 -0.23
H 0.42041 -0.02738 -3.54871 0.33 0.27 0.25
H 3.25065 1.95463 -3.57349 0.08 -0.04 -0.21
C -1.34042 -3.62472 -0.25723 0.50 0.34 -0.15
C -2.15661 -2.65591 -1.04502 -0.85 0.11 -0.11
C -2.72781 -3.19688 -2.33311 -0.02 0.15 -0.39
C -2.48788 -1.40662 -0.59337 1.04 1.35 0.68
C -3.70403 -0.75749 -0.98412 0.47 -0.48 2.64
C -4.22668 -0.06120 0.17692 0.39 -0.52 -1.02
C -3.31370 -0.19886 1.19849 -0.61 0.04 1.12
C -2.03359 -0.77472 0.78628 -0.14 -0.67 0.48
H -1.04877 -4.40189 -0.94007 0.36 -0.46 -0.02
H -0.44271 -3.16607 0.16241 -0.05 0.05 0.06
H -1.87464 -4.10927 0.56777 -0.24 0.29 -0.12
H -2.20002 -4.10937 -2.59594 -0.03 0.01 -0.12
H -3.79721 -3.45788 -2.31145 0.28 0.15 0.31
H -2.59291 -2.47964 -3.15637 -0.05 -0.15 0.26
H -4.26773 -1.04104 -1.84901 -0.19 0.25 -0.45
H -5.22954 0.36705 0.22077 0.49 -0.04 0.09
H -3.47103 0.07470 2.25964 -0.05 0.04 -0.90
H -1.55619 -1.52902 1.45539 -0.96 0.31 -0.26

***

# 2
82
Properties=species:S:1:pos:R:3:forces:R:3 method="wB97M-V/def2-TZVPD" orbital_gap_ev=5.67 homo_ev=-3.2 de_lowest_kj_mol=213.4 charge=-1 total_energy_ev=-148249.544 multiplicity=1
Pb -0.32354 0.12916 0.22916 0.51 -0.76 -0.34
Br -1.77378 2.62400 -0.43584 0.04 0.85 -0.01
C -0.38869 3.85932 0.10299 -0.30 -0.05 -0.14
C -0.59796 5.17810 -0.18093 -0.16 -0.14 -0.05
C 0.34243 6.13657 0.23890 0.16 0.03 0.06
C 1.44661 5.73897 0.93569 -0.06 0.11 -0.05
C 1.67515 4.37363 1.22691 -0.15 -0.16 -0.06
C 2.81208 3.97598 1.96369 0.05 -0.06 0.06
C 3.01605 2.65511 2.24545 0.13 0.15 0.02
C 2.11314 1.68073 1.78116 -0.25 -0.12 -0.17
C 0.98732 1.98583 1.04608 0.02 0.05 0.07
C 0.75300 3.36961 0.78903 0.14 0.02 0.05
H -1.48896 5.48370 -0.71268 -0.02 -0.01 0.02
H 0.17272 7.18203 0.01472 0.01 0.01 0.01
H 2.16907 6.46900 1.28367 0.01 0.00 -0.01
H 3.50065 4.74096 2.30501 0.03 -0.02 0.00
H 3.88466 2.34805 2.81793 0.00 0.02 0.02
H 2.31478 0.64056 2.01565 0.03 0.00 0.05
C -1.49021 -3.74518 0.04808 -0.05 0.03 0.20
N -1.74669 -3.32537 -1.30915 0.08 0.21 -0.31
C -1.33967 -3.97377 -2.46035 0.02 -0.13 -0.05
C -1.82406 -3.26486 -3.50015 -0.01 -0.11 -0.06
N -2.52527 -2.18813 -3.00906 0.09 -0.08 0.11
B -3.29727 -1.15904 -3.85013 0.12 -0.12 0.04
N -2.61496 0.27022 -3.76645 0.36 0.16 0.15
C -3.35124 1.41910 -3.86117 -0.14 0.07 -0.01
C -2.51034 2.47957 -3.82268 -0.02 0.05 -0.08
N -1.24259 1.97267 -3.70612 -0.32 -0.20 0.01
C -0.02963 2.76086 -3.67253 0.21 0.04 0.05
C -1.32428 0.61974 -3.66853 -0.03 0.22 -0.05
S 0.04822 -0.43303 -3.73237 0.25 -0.24 0.28
C -2.46656 -2.22232 -1.65748 -0.19 0.01 0.21
S -3.16644 -1.14964 -0.56020 -0.55 -0.03 0.02
H -1.05000 -4.74104 0.03267 -0.01 0.00 -0.05
H -2.42577 -3.75962 0.60879 0.02 -0.02 -0.02
H -0.81121 -3.05869 0.55417 0.04 0.03 0.01
H -0.73885 -4.86518 -2.42945 0.00 0.00 0.00
H -1.72422 -3.42861 -4.55759 0.02 0.02 0.00
H -3.27371 -1.51175 -5.00426 0.01 -0.07 -0.11
H -4.40406 -1.02889 -3.40632 -0.15 0.10 -0.10
H -4.42306 1.38775 -3.93540 0.00 -0.04 0.04
H -2.69690 3.53773 -3.85653 -0.01 0.00 0.06
H -0.29729 3.80157 -3.50166 -0.05 -0.01 -0.01
H 0.50184 2.66760 -4.62195 -0.01 -0.01 0.02
H 0.62202 2.41507 -2.87367 -0.01 0.01 -0.01
C -3.10316 1.30083 2.90828 0.05 -0.08 0.00
C -2.32435 0.08702 3.32430 -0.02 -0.16 0.20
C -2.66880 -0.63855 4.45303 -0.06 -0.05 0.03
C -1.89396 -1.75426 4.77720 0.03 0.09 -0.02
C -0.81244 -2.09159 4.00313 -0.06 -0.11 -0.03
C -0.48719 -1.29799 2.86973 0.12 0.04 -0.09
N -1.27916 -0.23964 2.56851 -0.08 0.16 0.50
N 0.55617 -1.49856 2.04191 0.08 0.03 0.12
Si 1.92058 -2.45299 2.39907 0.38 -0.25 0.11
C 3.32930 -1.97673 1.22078 -0.17 -0.04 0.09
C 2.53830 -2.18787 4.18850 -0.19 0.04 -0.16
C 1.67163 -4.33564 2.19557 -0.09 0.24 -0.05
H -3.92948 1.48281 3.59453 -0.03 0.02 -0.03
H -3.49490 1.16050 1.89975 -0.01 0.04 -0.02
H -2.44843 2.17415 2.89940 -0.01 0.02 -0.06
H -3.51934 -0.35431 5.05772 -0.01 0.03 -0.02
H -2.14829 -2.34849 5.64810 0.03 -0.03 -0.01
H -0.21023 -2.96165 4.22997 0.00 0.00 0.04
H 3.07239 -1.09197 0.63705 0.00 0.03 -0.01
H 3.54732 -2.78563 0.52029 0.00 0.00 -0.03
H 4.24722 -1.75917 1.77047 0.01 0.00 0.03
H 2.15739 -1.23490 4.56408 0.01 0.02 0.02
H 3.62781 -2.15924 4.25624 0.03 -0.04 -0.09
H 2.18696 -2.96774 4.86755 -0.02 -0.01 0.00
H 1.56137 -4.60013 1.14080 -0.02 0.04 -0.04
H 0.77354 -4.68548 2.71087 0.00 0.02 0.05
H 2.52218 -4.90161 2.58424 0.05 0.05 0.04
C 3.04243 0.71307 -3.16221 -0.10 -0.09 -0.01
O 1.95148 0.86294 -2.27270 0.43 0.13 0.13
C 1.05787 -0.20763 -2.08200 -0.20 0.08 -0.44
C 1.75290 -1.57905 -1.97642 -0.10 0.21 -0.14
H 2.73024 0.21152 -4.08462 0.01 0.04 -0.03
H 3.86152 0.14466 -2.71006 0.00 0.01 -0.01
H 3.40308 1.71570 -3.39854 0.02 -0.02 -0.02
H 2.80701 -1.45377 -1.72480 -0.02 0.00 0.10
H 1.69934 -2.17581 -2.89274 0.12 -0.13 0.03
H 1.28916 -2.16085 -1.17406 -0.02 -0.10 -0.04

***

# 3
94
Properties=species:S:1:pos:R:3:forces:R:3 method="wB97M-V/def2-TZVPD" orbital_gap_ev=10.67 homo_ev=-10.6 de_lowest_kj_mol=181.6 charge=0 total_energy_ev=-80589.855 multiplicity=1
C -4.15093 -2.60965 -3.10926 -1.26 -0.18 -1.32
C -4.52094 -1.81403 -4.35239 0.73 -2.23 -1.22
O -3.28851 -1.39452 -4.88645 0.79 0.11 -0.87
C -2.37143 -1.38366 -3.91794 2.97 0.69 1.02
O -1.22246 -0.89624 -3.92092 -4.53 -1.88 -0.18
O -2.92670 -2.05366 -2.86067 3.08 0.86 1.64
F -5.13820 -0.71350 -4.03783 -2.01 2.21 0.82
H -4.06828 -3.68521 -3.26556 0.05 -0.03 -0.17
H -4.88858 -2.43649 -2.32568 0.25 0.27 -0.08
H -5.04453 -2.36801 -5.13155 -0.12 0.15 0.02
C 6.11829 -0.20037 -0.62114 0.78 0.30 -0.81
C 5.61465 1.04038 0.05496 -2.01 -2.46 -0.24
O 4.65793 1.46417 -0.92963 -0.46 0.91 0.74
C 5.06571 1.08309 -2.14982 -1.25 0.31 -4.13
O 4.52742 1.40954 -3.24794 2.29 -1.23 4.88
O 6.12000 0.24096 -1.99761 -0.63 0.02 -0.75
F 6.52880 1.95489 0.20782 1.66 1.81 0.22
H 5.41231 -1.02566 -0.52845 0.21 -0.02 0.29
H 7.14807 -0.45182 -0.36729 -0.25 -0.16 0.11
H 5.15632 0.79547 1.01311 -0.48 0.40 -0.22
C -0.44557 -0.44919 -0.87077 -3.53 1.31 -0.78
C -0.83605 0.44284 0.28210 0.84 1.75 -1.69
O 0.45646 0.78174 0.79170 0.00 0.64 0.92
C 1.29330 -0.21710 0.51174 1.83 -0.02 -1.24
O 2.43891 -0.37227 0.90444 -2.43 0.17 -0.31
O 0.72721 -0.95438 -0.48203 3.56 -2.46 1.35
F -1.44980 -0.14784 1.28190 -1.13 -1.64 1.58
H -0.34246 0.06936 -1.82396 -0.13 0.38 0.17
H -1.27943 -1.13667 -1.01269 0.42 -0.68 0.00
H -1.45874 1.28034 -0.03248 0.60 0.38 0.13
C 2.76571 1.74902 4.80580 1.55 -0.78 0.89
C 3.33546 2.48680 3.61390 -1.45 1.35 2.76
O 2.16521 3.19263 3.21473 -0.25 0.66 -0.58
C 1.07912 2.52798 3.62192 -5.37 -0.77 -0.75
O -0.13238 2.71517 3.31073 5.46 -0.36 1.12
O 1.44298 1.49300 4.45849 -0.94 1.00 -0.81
F 3.66767 1.66019 2.67367 1.04 -1.37 -2.03
H 2.81581 2.33253 5.72509 0.00 0.22 -0.04
H 3.30574 0.81838 4.98011 -0.10 -0.06 -0.08
H 4.12429 3.18209 3.90098 -0.01 0.11 -0.52
C -0.86801 -3.86817 0.83812 -0.89 1.04 -0.49
C -1.96641 -4.47660 0.02106 0.92 -1.03 0.33
N -2.79495 -4.98230 -0.60739 0.67 0.67 0.46
H -0.66702 -4.23373 1.84511 -0.54 -0.58 -0.28
H -1.24545 -2.85177 0.95026 0.15 0.34 0.34
H 0.09917 -3.74957 0.34966 -0.34 -0.47 -0.44
C -3.45675 4.11812 1.07396 -0.58 0.86 -0.48
C -4.75383 3.47323 0.82332 1.31 -0.66 0.85
N -5.76141 2.95833 0.65872 -0.59 -0.09 -0.25
H -2.51526 3.57050 1.03141 -0.54 -0.62 -0.18
H -3.47148 4.64275 2.02929 -0.15 0.06 -0.11
H -3.46156 4.84018 0.25745 0.64 0.46 0.19
C -2.11827 -0.34568 4.37041 -1.05 -1.18 -0.29
C -2.69303 -1.70179 4.13904 0.74 0.82 -0.21
N -3.07152 -2.76823 3.96003 -0.22 -0.27 -0.12
H -1.07532 -0.34102 4.05365 -0.06 0.13 0.40
H -2.31862 -0.17620 5.42835 0.54 0.50 -0.07
H -2.67768 0.35673 3.75252 0.10 0.11 0.15
C -4.54679 2.59106 -2.77243 0.80 0.39 -0.03
C -3.09542 2.41808 -2.58858 -2.02 0.01 -0.25
N -1.98494 2.29417 -2.38745 1.65 -0.15 0.34
H -4.94099 2.89558 -1.80291 -0.31 -0.33 -0.09
H -5.00033 1.68284 -3.16934 0.01 0.10 0.25
H -4.68803 3.41627 -3.47041 -0.12 -0.08 -0.07
C 0.74307 1.45667 -4.13963 -1.04 0.16 0.94
C 0.89186 1.44084 -5.54777 1.50 0.05 -4.62
N 1.04932 1.52255 -6.70980 -0.60 -0.32 3.08
H 0.95815 0.51756 -3.62981 0.33 0.07 -0.30
H -0.33329 1.60391 -4.05089 -0.02 0.21 0.72
H 1.28304 2.30458 -3.71822 -0.03 -0.16 0.07
C 1.76532 3.09550 -0.80505 -0.17 -0.06 -0.25
C 1.33549 4.46042 -0.66198 -0.19 3.42 0.25
N 1.00301 5.56939 -0.50567 0.53 -2.30 -0.32
H 2.42630 2.91263 -1.65227 -0.06 0.31 -0.07
H 0.80687 2.60927 -0.98685 0.31 -0.84 0.28
H 2.31302 2.82145 0.09663 -0.42 -0.44 0.02
C -4.55102 -2.36869 0.13935 0.14 0.87 0.03
C -4.12748 -0.98892 -0.13877 0.48 2.49 -1.33
N -3.78357 0.09561 -0.42445 -0.86 -2.67 0.79
H -4.15727 -3.04514 -0.61926 0.32 0.02 0.57
H -5.63689 -2.44688 0.08568 0.00 0.13 0.36
H -4.16225 -2.54001 1.14314 -0.25 -0.73 0.00
C 3.46310 -3.81747 -0.28175 -0.96 -0.57 -0.26
C 2.68130 -4.43862 0.79047 -0.18 -0.13 0.85
N 2.10219 -4.90035 1.67806 0.41 0.38 -0.75
H 3.12691 -2.78898 -0.41319 0.57 0.24 0.43
H 3.14343 -4.28661 -1.21224 0.34 -0.30 -0.09
H 4.51878 -3.99667 -0.07796 -0.08 0.47 -0.20
C 2.92269 -2.19270 3.53750 -0.56 0.24 -0.77
C 4.12153 -2.14569 2.68249 2.69 0.14 -0.69
N 5.09829 -2.08348 2.02991 -2.79 -0.16 1.69
H 2.11455 -2.10769 2.81101 -0.29 -0.16 0.14
H 2.79226 -1.33494 4.19730 0.52 0.07 -0.10
H 2.76280 -3.10061 4.11907 0.47 -0.09 -0.29